Record 1
C2H4N2S | the ωB97M-V functional and the def2-TZVPD basis

Summary:
expectation value of S² = 2.016
LUMO (alpha / beta) = 0.78 / -1.72 eV
HOMO energy (alpha / beta) = -6.8 / -8.8 eV
frontier orbital gap (alpha / beta) = 0.2804 / 0.2605 Ha
ΔE to the lowest compared entry with this formula, charge and spin = 1.432 eV
electronic energy = -586.1444 a.u.
strongest force on any atom = 3.43 eV/A

```
! wB97M-V def2-TZVPD RIJCOSX def2/J DEFGRID3
* xyz 0 3
C 0.283 -1.129 -0.079
C 0.507 0.339 -0.244
N -0.860 -1.573 0.168
N -0.615 1.087 0.314
S -2.042 0.382 -0.085
H 1.211 -1.613 -0.077
H 1.419 0.613 0.282
H 0.524 0.323 -1.413
H -0.427 1.572 1.133
*
```

Atom charges from the Mulliken analysis, given in e for atoms 1 to 4: atom 1 (C): 0.132, atom 2 (C): -0.527, atom 3 (N): -0.521, atom 4 (N): -0.185


Record 2
C11H9NO4Y | the ωB97M-V functional and the def2-TZVPD basis

Summary:
LUMO = -13.97 eV
HOMO energy = -21.0 eV
frontier orbital gap = 0.2576 Ha
electronic energy = -817.3442 a.u.
strongest force on any atom = 10.97 eV/A

```
! wB97M-V def2-TZVPD RIJCOSX def2/J DEFGRID3
* xyz 3 1
Y -0.453 0.791 -0.713
C -0.472 2.251 1.109
O -0.453 2.808 2.122
C -0.454 3.114 -1.641
O -0.460 4.169 -2.108
C -2.590 1.195 -0.719
O -3.748 1.209 -0.710
C 1.684 1.247 -0.775
O 2.839 1.220 -0.707
C -0.449 -0.549 -2.412
H 0.497 -1.068 -2.160
H -1.394 -1.073 -2.162
C -0.451 0.687 -3.054
H -1.391 1.147 -3.407
H 0.485 1.151 -3.406
C 0.900 -2.530 2.627
C 1.576 -1.314 2.688
C 1.238 -0.295 1.804
N 0.260 -0.543 0.919
C -0.432 -1.690 0.809
C -0.107 -2.719 1.686
H 1.155 -3.322 3.313
H 2.357 -1.129 3.406
H 1.737 0.668 1.825
H -1.217 -1.783 0.055
H -0.655 -3.642 1.612
*
```

Atom charges from the Mulliken analysis, given in e for atoms 1 to 4: atom 1 (Y): 0.154, atom 2 (C): 0.343, atom 3 (O): -0.011, atom 4 (C): 0.414


Record 3
C23H20Cl2N2O3 | the ωB97M-V functional and the def2-TZVPD basis

Summary:
LUMO = 0.40 eV
HOMO energy = -8.6 eV
frontier orbital gap = 0.3297 Ha
SMILES = COC(=O)CN[C@@H](c1ccccc1)c1cc(Cl)ccc1NC(=O)c1cccc(Cl)c1
electronic energy = -2144.1271 a.u.
strongest force on any atom = 0.46 eV/A

```
! wB97M-V def2-TZVPD RIJCOSX def2/J DEFGRID3
* xyz 0 1
C 3.616 -1.666 3.813
O 3.065 -1.069 2.647
C 3.283 0.240 2.476
O 3.906 0.925 3.240
C 2.655 0.744 1.179
N 1.645 -0.120 0.603
C 0.396 -0.150 1.375
C -0.560 0.941 0.918
C -1.819 1.011 1.502
C -2.739 1.952 1.078
C -2.412 2.838 0.065
C -1.156 2.784 -0.512
C -0.235 1.842 -0.087
C -0.270 -1.500 1.215
C -0.474 -2.317 2.314
C -1.122 -3.533 2.166
Cl -1.360 -4.539 3.554
C -1.583 -3.944 0.927
C -1.371 -3.140 -0.178
C -0.706 -1.926 -0.048
N -0.448 -1.102 -1.143
C -1.252 -0.919 -2.232
O -2.213 -1.604 -2.503
C -0.841 0.266 -3.047
C 0.490 0.613 -3.253
C 0.802 1.743 -3.989
C -0.201 2.543 -4.510
C -1.525 2.185 -4.308
Cl -2.784 3.176 -4.954
C -1.853 1.048 -3.591
H 4.687 -1.831 3.678
H 3.101 -2.614 3.944
H 3.465 -1.016 4.677
H 3.470 0.862 0.456
H 2.232 1.733 1.369
H 2.019 -1.064 0.549
H 0.595 0.002 2.449
H -2.081 0.313 2.284
H -3.716 1.989 1.535
H -3.133 3.567 -0.273
H -0.890 3.470 -1.302
H 0.740 1.807 -0.551
H -0.138 -2.005 3.291
H -2.098 -4.885 0.825
H -1.729 -3.443 -1.147
H 0.263 -0.401 -0.966
H 1.284 -0.008 -2.865
H 1.834 2.009 -4.157
H 0.039 3.431 -5.073
H -2.881 0.760 -3.440
*
```

Atom charges from the Mulliken analysis, given in e for atoms 1 to 4: atom 1 (C): -0.781, atom 2 (O): -0.210, atom 3 (C): 0.504, atom 4 (O): -0.601